{"formula": "C9H7N6O5", "method": "ωB97M-V/def2-TZVPD", "symbols": ["N", "C", "O", "N", "C", "O", "C", "C", "H", "H", "H", "C", "O", "C", "N", "C", "N", "O", "N", "O", "C", "C", "N", "H", "H", "H", "H"], "xyz": [[0.486, -0.786, 2.197], [0.404, 0.567, 1.944], [1.329, 1.309, 1.662], [-0.904, 1.098, 2.028], [-2.108, 0.410, 2.153], [-3.166, 1.046, 2.265], [-1.913, -1.023, 2.115], [-0.624, -1.515, 2.116], [-0.957, 2.082, 1.859], [-2.781, -1.661, 2.102], [-0.435, -2.593, 2.029], [4.680, -0.520, -1.101], [5.515, -0.254, 0.059], [4.979, -0.626, 1.225], [5.811, -0.659, 2.279], [5.292, -1.134, 3.395], [5.919, -1.425, 4.596], [4.963, -2.020, 5.368], [3.653, -2.115, 4.625], [2.761, -2.750, 5.145], [3.870, -1.451, 3.453], [3.058, -1.227, 2.351], [3.682, -0.928, 1.229], [5.237, -0.084, -1.931], [4.578, -1.605, -1.226], [3.695, -0.055, -0.972], [1.961, -1.253, 2.411]], "charge": -1, "e_homo_ev": -4.778, "orbital_gap_ha": 0.2311, "e_tot_ha": -1051.8345}